Record 1
DFT (the ωB97M-V functional and the def2-TZVPD basis) results for a structure of composition C27H23CrN5O2.

2S+1	4
HOMO (alpha / beta)	-10.48 / -10.67	eV
total charge	+1
⟨S²⟩	3.78

XYZ file:
```
58
Properties=species:S:1:pos:R:3:lowdin_charge:R:1
Cr -0.0620 0.2311 0.3586 0.85
O 1.6279 1.0116 0.8400 -0.13
C 2.5300 0.5058 1.6278 -0.35
C 3.8891 0.8512 1.4544 0.00
C 4.8655 0.2945 2.2423 -0.06
C 4.5450 -0.6049 3.2729 -0.08
C 3.2322 -0.9103 3.5087 -0.04
C 2.2053 -0.3861 2.6980 -0.15
C 0.8356 -0.5552 3.0618 -0.04
N -0.1580 -0.3368 2.2700 -0.07
C -1.4875 -0.1006 2.8180 -0.16
C -1.8690 1.3360 2.4145 -0.14
N -1.1989 1.6696 1.1502 -0.06
C -1.2897 2.8659 0.6842 -0.05
C -0.7068 3.3340 -0.5339 -0.14
C -0.8252 4.7059 -0.8342 -0.04
C -0.2987 5.2389 -1.9805 -0.08
C 0.3637 4.3905 -2.8782 -0.05
C 0.4826 3.0445 -2.6273 0.00
C -0.0423 2.4704 -1.4549 -0.33
O 0.0625 1.1829 -1.2660 -0.16
H 4.1255 1.5547 0.6667 0.12
H 5.9003 0.5643 2.0745 0.11
H 5.3272 -1.0295 3.8863 0.11
H 2.9678 -1.5727 4.3258 0.12
H 0.6275 -0.8010 4.1052 0.15
H -1.5135 -0.2107 3.9033 0.13
H -2.1938 -0.8128 2.3901 0.10
H -1.5459 2.0328 3.1909 0.13
H -2.9531 1.4182 2.3064 0.13
H -1.8638 3.6016 1.2513 0.15
H -1.3421 5.3494 -0.1305 0.12
H -0.3958 6.2938 -2.1933 0.11
H 0.7892 4.8055 -3.7828 0.11
H 0.9889 2.3853 -3.3202 0.12
C -5.5842 0.4097 -0.5799 -0.05
C -4.5357 1.1548 -1.1032 -0.04
C -3.2287 0.7354 -0.9302 0.00
C -2.9753 -0.4529 -0.2498 -0.24
C -4.0266 -1.2143 0.2614 -0.02
C -5.3260 -0.7733 0.1038 -0.06
N -1.6252 -0.8749 -0.1177 -0.02
N -1.4783 -2.1236 -0.1680 0.17
C -0.1517 -2.5394 -0.1440 -0.28
C 0.1345 -3.8922 -0.2235 0.04
C 1.4621 -4.2810 -0.3020 -0.01
C 2.4460 -3.3059 -0.3137 0.00
C 2.0748 -1.9711 -0.2215 -0.05
N 0.8063 -1.5926 -0.1242 0.07
H -6.6041 0.7474 -0.7055 0.11
H -4.7375 2.0642 -1.6530 0.12
H -2.4079 1.2960 -1.3560 0.11
H -3.8080 -2.1366 0.7832 0.11
H -6.1421 -1.3533 0.5127 0.11
H -0.6838 -4.5982 -0.2339 0.13
H 1.7249 -5.3276 -0.3714 0.12
H 3.4917 -3.5639 -0.3950 0.12
H 2.8161 -1.1831 -0.2289 0.13
```

***

Record 2
DFT (the ωB97M-V functional and the def2-TZVPD basis) results for a structure of composition C27H23F3N2O2S.

HOMO	-5.95	eV
relative energy (zero: lowest compared OMol25 entry of this formula, charge and spin)	1.8887	eV

XYZ file:
```
58
Properties=species:S:1:pos:R:3:lowdin_charge:R:1
C 5.5237 2.6968 4.0870 -0.06
O 5.4456 1.5537 3.2129 -0.09
C 4.4115 0.6830 3.3518 -0.26
C 4.4942 -0.5160 2.5974 0.02
C 3.5237 -1.5010 2.7608 -0.01
C 2.4023 -1.2421 3.5552 -0.22
N 1.4153 -2.2467 3.6310 0.05
C 0.0536 -2.0467 3.5932 -0.07
C -0.5183 -0.8723 2.9035 -0.40
C -1.9341 -0.6052 3.1290 -0.08
C -2.5901 0.3599 2.3892 -0.18
C -4.0721 0.3081 2.3044 -0.21
C -4.8760 0.7699 1.2471 -0.07
C -6.2683 0.6269 1.2580 -0.08
C -6.9212 0.0167 2.3432 -0.10
C -6.1462 -0.4573 3.4152 -0.09
C -4.7568 -0.3114 3.3880 -0.05
O 0.1909 -0.1941 2.1459 0.00
N -0.5098 -3.2816 3.6502 -0.04
C -1.9254 -3.6045 3.5994 -0.01
C 0.4751 -4.2494 3.8020 -0.01
C 1.6607 -3.6145 3.7577 0.00
C 2.2813 -0.0387 4.2649 0.01
C 3.3036 0.9124 4.2073 0.01
H 6.4343 3.2078 3.7803 0.09
H 4.6577 3.3533 3.9544 0.09
H 5.6003 2.3887 5.1354 0.10
H 5.3267 -0.6513 1.9082 0.12
H 3.6101 -2.4418 2.2144 0.12
H -2.3525 -1.1667 3.9812 0.08
H -1.9648 1.3305 2.1859 0.05
H -4.4008 1.2668 0.4055 0.03
H -6.8709 1.0138 0.4307 0.10
H -8.0135 -0.0841 2.3710 0.10
H -6.6111 -0.9216 4.2931 0.10
H -4.1822 -0.6446 4.2517 0.09
H -1.9766 -4.6823 3.4263 0.09
H -2.4351 -3.3693 4.5450 0.11
H -2.4396 -3.0830 2.7838 0.10
H 0.2161 -5.2897 3.8681 0.13
H 2.6624 -3.9882 3.7850 0.13
H 1.4177 0.1619 4.8961 0.13
H 3.2319 1.8259 4.8058 0.11
F -3.2166 6.4273 1.1829 0.11
C -1.9036 6.5854 0.8566 -0.53
F -1.8825 7.3209 -0.2996 0.11
F -1.3649 7.3886 1.8223 0.11
C -1.1520 5.2792 0.7511 -0.14
C 0.2396 5.3107 0.7755 -0.03
C 0.9394 4.1109 0.6361 -0.07
C 0.2525 2.8888 0.6176 -0.08
C -1.1624 2.8611 0.6112 -0.64
S -2.0127 1.4023 0.3201 0.82
C -1.8672 4.0889 0.6370 -0.03
H 0.7447 6.2686 0.8657 0.12
H 2.0235 4.1508 0.5164 0.10
H 0.7378 1.9235 0.4470 0.10
H -2.9389 4.0762 0.4251 0.12
```